Entry 1:
Below is 14 unconnected molecules or ions with the total composition C4H35NO15S, with properties calculated with the ωB97M-V functional and the def2-TZVPD basis.

The geometry in XYZ format:
```
56
Properties=species:S:1:pos:R:3:forces:R:3:lowdin_charge:R:1
C 0.297032 0.216076 0.172461 -0.512 -0.767 -0.374 -0.1450
N -0.966561 0.384916 -0.564180 -0.861 -1.202 0.406 0.0882
C -1.570205 1.422633 -1.180261 0.332 0.359 -0.931 -0.6249
O -0.771583 2.490280 -1.353711 0.523 -0.044 0.329 0.1334
O -2.689922 1.372330 -1.659966 0.144 0.340 0.113 0.0631
C 0.706308 -1.262308 0.510216 -1.252 1.685 -1.821 -0.2609
C -0.083014 -1.920390 1.598511 0.690 -0.173 1.264 -0.5352
S 0.121124 -3.726944 1.538577 -0.357 -0.479 0.226 0.7274
H 0.224049 0.704820 1.147393 0.412 0.574 -0.306 0.1049
H 1.064446 0.509494 -0.541694 0.321 0.813 0.762 0.0909
H -1.633326 -0.376360 -0.548488 -0.078 -0.363 0.242 0.1099
H -1.202338 3.084334 -1.980278 -0.207 0.113 0.128 0.1385
H 0.531688 -1.897905 -0.349870 0.167 0.254 -0.179 0.0378
H 1.768303 -1.038680 0.544382 0.275 -1.242 0.907 0.0900
H 0.328676 -1.684448 2.582989 -0.313 0.286 -0.050 0.0400
H -1.131526 -1.619047 1.594756 0.036 -0.164 -0.066 0.0891
H -1.071450 -4.103747 1.031185 0.269 0.272 -0.004 -0.1394
H -2.283237 0.980635 1.267617 0.082 -0.167 -0.077 0.0043
H -2.896403 1.986716 2.207316 -0.079 0.069 -0.117 0.0407
O -2.941977 1.054585 1.962015 -0.729 0.090 -0.276 -0.0439
H 1.313733 0.505660 4.752799 0.539 0.074 0.136 0.0629
H 1.697389 0.529716 3.244727 -0.009 0.313 0.280 0.0194
O 1.161086 0.070689 3.912536 -0.039 -0.237 -0.143 -0.0518
H -3.855458 -0.196482 -1.275516 0.202 0.419 0.167 0.0249
H -3.834415 -1.530186 -1.956912 0.051 -0.268 0.078 0.0404
O -3.576893 -1.105956 -1.130025 -0.089 -0.513 -0.163 -0.0541
H 3.112864 2.437114 1.730588 -0.052 0.136 -0.072 0.0571
H 1.705225 2.327319 1.163514 0.212 0.272 -0.030 0.0082
O 2.244689 2.068808 1.917545 0.010 -0.626 0.381 -0.0450
H 0.079740 0.283396 -4.193782 0.274 0.373 0.211 0.0008
H -1.466993 0.003497 -4.048139 -0.274 0.554 0.299 0.0271
O -0.684407 -0.159119 -4.567498 -0.067 -0.798 -0.738 -0.0352
H -1.279942 3.606675 3.330177 0.181 -0.395 0.066 0.0238
H -0.809077 2.865977 2.090831 0.194 -0.796 0.211 -0.0261
O -0.979974 3.732877 2.428126 -0.299 1.549 -0.448 -0.0576
H 1.464411 -2.161470 -1.866820 0.176 -0.558 -0.289 0.0174
H 2.917581 -2.017632 -2.458585 -0.167 -0.444 -0.010 0.0674
O 2.299906 -1.678140 -1.806008 0.483 0.372 -0.039 -0.0481
H -0.168262 -4.397300 -1.946506 0.515 -0.096 0.397 0.0687
H -0.935223 -3.193765 -2.261987 -0.084 0.109 -0.134 -0.0068
O -0.170480 -3.457701 -1.724890 -0.041 -0.465 -0.355 -0.0821
H -1.672564 -1.757866 -2.616787 -0.822 0.190 0.136 0.0223
H -1.271789 -2.067495 -3.979141 -0.417 -0.193 -0.421 0.0542
O -1.967605 -2.329747 -3.344788 0.753 0.526 0.114 -0.0554
H 1.866464 2.725998 -1.106327 -0.307 0.155 0.068 0.0143
H 3.207964 3.339546 -1.169821 0.168 0.263 0.212 0.0553
O 2.414992 3.360803 -0.620689 0.032 -0.461 -0.573 -0.0449
H 3.360972 -1.639784 2.340263 -0.043 0.035 0.002 0.0360
H 3.332305 -0.241511 1.708680 -0.036 0.058 0.042 -0.0069
O 3.922714 -0.900747 2.086917 0.127 0.030 0.003 -0.0487
H -2.035490 1.026508 3.776894 0.271 -0.981 0.208 0.0347
H -0.397063 1.009325 4.084305 -0.667 -0.776 -0.135 0.0069
O -1.183082 1.451608 3.739734 0.588 1.440 0.231 -0.0762
H 0.714577 0.279656 -2.457590 0.196 -0.320 0.353 0.0001
H 2.199456 -0.005913 -2.831156 -0.820 0.073 0.315 0.0462
O 1.472542 0.638673 -2.923645 0.394 0.734 -0.536 -0.0576
```
Positions in Å, forces in eV/Å.

## Properties
relative energy (zero: lowest compared OMol25 entry of this formula, charge and spin)	62.7	kcal/mol
molar mass	369.38	g/mol
HOMO energy	-8.983	eV
multiplicity	1
F_max	2.779	eV/Å
orbital gap	8.950	eV

Entry 2:
Below is 14 unconnected molecules or ions with the total composition C4H35NO15S, with properties calculated with the ωB97M-V functional and the def2-TZVPD basis.

The geometry in XYZ format:
```
56
Properties=species:S:1:pos:R:3:forces:R:3:lowdin_charge:R:1
C 0.032799 0.059016 0.199228 1.910 0.763 0.867 -0.1478
N 0.909931 -1.031602 -0.324246 -1.669 0.129 -0.117 0.1412
C 0.794533 -2.248360 0.244843 1.295 -3.104 -0.258 -0.5877
O 0.329395 -2.234959 1.507234 -0.571 1.487 0.813 0.0683
O 1.208602 -3.324389 -0.201749 -0.551 1.167 0.094 0.0414
C -0.494987 0.981074 -0.896321 -1.038 -1.586 0.134 -0.2323
C 0.564527 1.608343 -1.788703 1.342 -0.768 0.359 -0.6082
S 0.639198 3.403187 -1.894938 -1.100 -0.149 -0.098 0.7299
H 0.702308 0.639559 0.860126 0.008 0.230 -0.316 0.1071
H -0.642463 -0.292790 0.985313 -0.451 -0.112 -0.987 0.0767
H 0.914153 -1.103940 -1.346103 0.226 -0.099 0.312 0.1094
H -0.079342 -3.035658 1.852994 0.507 -0.499 -0.828 0.1378
H -1.090849 0.376171 -1.580452 0.065 -0.197 0.171 0.0656
H -1.287488 1.554517 -0.415122 0.487 0.872 -0.134 0.0831
H 1.580368 1.298595 -1.473141 -0.669 0.201 -0.001 0.0181
H 0.550369 1.086216 -2.753578 -0.314 0.703 -0.093 0.0760
H -0.699776 3.450577 -2.128268 0.464 0.483 -0.024 -0.1303
H 3.686669 0.408657 -2.830011 -0.406 0.769 -0.173 0.0639
H 3.227636 -0.835491 -2.321835 -0.834 -0.378 0.282 0.0465
O 2.838274 0.011641 -2.581870 1.501 -0.593 -0.252 -0.0529
H 1.813223 3.022884 2.653712 -0.423 0.350 0.281 0.0137
H 1.496794 4.194041 1.648791 -0.048 -0.269 0.223 0.0570
O 2.192785 3.747279 2.145719 0.345 0.355 -0.142 -0.0381
H 2.375994 -3.267290 -3.143021 -0.249 0.935 -0.937 0.0642
H 1.562067 -3.667319 -2.121395 -1.412 0.928 0.597 0.0484
O 1.502482 -2.973838 -2.816772 2.128 -1.848 0.027 -0.0833
H 0.326301 1.409320 4.620136 0.582 0.463 -0.072 0.0379
H 1.265795 1.344600 3.462244 0.269 -0.332 0.171 0.0193
O 1.139570 1.834721 4.287650 -0.703 -0.409 -0.234 -0.0533
H -2.525371 -2.832131 -0.455670 0.547 0.061 -0.399 0.0045
H -2.495472 -4.097809 -1.298895 0.114 -0.152 -0.266 0.0476
O -2.109153 -3.219073 -1.271235 -0.476 0.093 0.302 -0.0708
H 3.920121 0.009010 1.633953 -0.833 -0.279 -0.311 0.0250
H 2.707651 -1.031272 1.845677 0.110 0.198 -0.691 -0.0006
O 3.398929 -0.515604 2.257698 0.511 0.115 1.069 -0.0558
H -3.670175 0.616698 -0.396927 0.035 -0.266 -0.267 0.0295
H -3.302696 1.123456 0.992221 0.055 0.029 0.004 0.0205
O -3.563330 0.322070 0.517678 -0.170 0.646 0.248 -0.0525
H -2.777293 0.473715 -3.140124 0.268 -0.239 -0.175 0.0471
H -2.795982 -0.713114 -2.140749 0.157 -0.071 -0.373 0.0217
O -3.250539 0.097341 -2.398433 -0.652 0.154 0.496 -0.0495
H 0.082255 -1.821277 -3.705199 0.101 -0.415 0.165 0.0186
H -1.027249 -2.365043 -2.734956 0.290 0.044 -0.085 0.0101
O -0.674129 -1.573100 -3.174431 -0.841 0.728 0.118 -0.0696
H -1.236994 -0.200944 3.941427 -0.030 -0.238 0.023 0.0563
H -0.297541 -1.422061 3.799384 -0.066 0.282 -0.079 0.0635
O -0.671240 -0.671267 3.317270 -0.189 0.262 0.345 -0.0437
H -1.775681 3.484330 0.851116 0.018 0.092 -0.091 0.0332
H -3.202196 3.656568 1.413601 0.040 0.156 -0.042 0.0541
O -2.442962 3.067548 1.403235 -0.101 -0.311 0.130 -0.0432
H 2.986497 2.605779 1.049247 -0.014 -0.278 -0.400 0.0083
H 2.261055 1.906835 -0.109967 0.131 0.049 0.155 -0.0361
O 3.057121 1.849836 0.426122 0.325 0.164 0.159 -0.0760
H -1.900927 -1.641052 1.290615 0.390 -0.200 -0.001 0.0013
H -3.355441 -1.410325 1.206377 0.073 -0.361 -0.545 0.0465
O -2.698129 -2.113873 1.030497 -0.483 0.248 0.847 -0.0615
```
Positions in Å, forces in eV/Å.

## Properties
relative energy (zero: lowest compared OMol25 entry of this formula, charge and spin)	63.3	kcal/mol
molar mass	369.38	g/mol
HOMO energy	-9.369	eV
multiplicity	1
F_max	3.373	eV/Å
orbital gap	9.248	eV